85
Properties=species:S:1:pos:R:3 method="wB97M-V/def2-TZVPD" lumo_energy_ev=-1.3 homo_lumo_gap_ev=7.80 smiles="C[C@H](Cl)[C@@H](Cl)[C@@]1(CCCCl)OS(=O)(=O)O[C@@H]1P(O)(O)=S.COP(=O)(OC)OC.COP(=O)(OC)OC.COP(=O)(OC)OC" spin_multiplicity=1 charge=0 e_homo_ev=-9.145
C -0.8177 0.8052 0.7830
C -0.3974 0.8054 -0.6885
Cl 1.2327 0.0180 -0.7375
C -0.3624 2.2381 -1.2757
Cl 1.1311 3.0482 -0.7434
C -0.5534 2.2836 -2.8052
C 0.0511 1.1238 -3.5955
C -0.1846 1.1874 -5.1118
C 0.2855 -0.1357 -5.7487
Cl -1.0753 -1.0226 -6.5094
O -1.9937 2.1348 -3.0609
S -2.6239 3.2882 -3.9622
O -3.6249 3.9981 -3.2644
O -2.9998 2.8553 -5.2556
O -1.2802 4.1793 -4.2107
C -0.2980 3.7244 -3.2799
P 1.3576 4.2611 -3.9624
O 2.5714 3.3062 -3.5416
O 1.1561 4.3427 -5.5510
S 1.7334 6.0328 -3.3003
H 0.0014 1.1069 1.4311
H -1.6803 1.4596 0.9112
H -1.0769 -0.2204 1.0454
H -1.0554 0.1508 -1.2532
H -1.1895 2.7857 -0.8258
H 1.1028 0.9479 -3.3567
H -0.4630 0.2240 -3.2528
H 0.3028 2.0312 -5.5987
H -1.2589 1.2092 -5.2677
H 0.6896 -0.8225 -5.0073
H 1.0564 0.0226 -6.4975
H -0.4069 4.4048 -2.4336
H 2.4421 2.3917 -3.8384
H 1.9321 4.8303 -5.8694
C 6.9754 4.9778 0.6386
O 6.5420 4.9119 2.0116
P 4.9994 4.3685 2.2764
O 4.2215 5.6238 2.3573
O 5.3358 3.7140 3.7146
C 6.5196 3.9762 4.4599
O 3.8322 3.2249 2.0287
C 3.8631 2.5001 0.7828
H 7.9896 5.3675 0.6260
H 6.9756 3.9856 0.1843
H 6.3268 5.6453 0.0677
H 6.5824 5.0295 4.7334
H 7.4064 3.6744 3.9069
H 6.4643 3.3820 5.3703
H 4.8020 1.9484 0.6806
H 3.7473 3.1856 -0.0599
H 3.0395 1.7944 0.7819
C 0.7640 -5.1175 4.5351
O 0.0276 -5.1367 3.2968
P 0.4863 -4.0362 2.1334
O -0.5215 -2.9753 2.4344
O 0.0610 -4.9426 0.8682
C -0.6791 -6.1529 0.9896
O 1.4969 -3.1245 1.1801
C 2.8381 -2.9223 1.6685
H 0.3362 -5.8712 5.1904
H 1.8146 -5.3570 4.3657
H 0.6797 -4.1380 5.0105
H -1.6576 -5.9602 1.4303
H -0.1333 -6.8837 1.5819
H -0.8236 -6.5642 -0.0074
H 3.3625 -3.8742 1.7782
H 2.8194 -2.4021 2.6298
H 3.3702 -2.3097 0.9458
C -5.9938 -4.5240 3.7297
O -5.5089 -4.4964 2.3744
P -6.4941 -3.7870 1.2454
O -7.2306 -4.9433 0.6869
O -5.2804 -3.2722 0.3172
C -3.9341 -3.7234 0.4322
O -7.4101 -2.4978 0.7633
C -8.0392 -1.7076 1.7897
H -5.2527 -5.0330 4.3402
H -6.1279 -3.5117 4.1141
H -6.9391 -5.0684 3.7837
H -3.8658 -4.7926 0.2271
H -3.5312 -3.4945 1.4162
H -3.3388 -3.1924 -0.3084
H -7.2937 -1.2659 2.4552
H -8.7349 -2.3186 2.3705
H -8.5929 -0.9085 1.3052



83
Properties=species:S:1:pos:R:3 method="wB97M-V/def2-TZVPD" lumo_energy_ev="-2.9 / -5.0" homo_lumo_gap_ev="7.77 / 5.62" s_squared=0.79 spin_multiplicity=2 charge=+1 e_homo_ev="-10.657 / -10.659"
Pt -0.8227 -1.6053 -1.8043
C 2.2172 -0.2996 -3.4274
C 2.0823 -1.7450 -3.7872
C 2.8327 -2.3217 -4.8277
C 2.6878 -3.6507 -5.1268
C 1.7966 -4.4313 -4.3716
C 1.5527 -5.8291 -4.5572
Br 2.4238 -6.7548 -5.9261
C 0.6738 -6.5284 -3.7490
C -0.0007 -5.8989 -2.7184
Br -1.1745 -6.8498 -1.6347
C 0.1848 -4.4990 -2.4524
O -0.3700 -3.9108 -1.5104
C 1.1006 -3.7751 -3.3492
N 1.2271 -2.4746 -3.0854
H 3.1638 0.1085 -3.7766
H 2.1407 -0.1826 -2.3460
H 1.4056 0.2726 -3.8800
H 3.5251 -1.7069 -5.3857
H 3.2550 -4.0998 -5.9301
H 0.5131 -7.5826 -3.9252
C -1.6328 -2.6504 1.2177
C -0.6739 -1.5221 1.0100
O -0.1344 -1.0157 2.1599
N -0.2837 -0.9751 -0.0518
Te 1.0183 0.4750 1.4917
C 1.7342 0.9486 3.4430
C 2.1415 2.2737 3.6153
C 2.1659 3.3181 2.5246
C 2.6023 2.6729 4.8684
C 2.7238 1.7821 5.9190
C 3.2160 2.2189 7.2674
C 2.4145 0.4449 5.6789
C 1.9282 -0.0010 4.4599
C 1.6836 -1.4781 4.2941
C -0.5244 1.8767 1.3595
C -1.4182 2.1118 2.4095
C -1.4637 1.3689 3.7184
C -2.3486 3.1315 2.2296
C -2.4093 3.8940 1.0717
C -3.4319 4.9805 0.9110
C -1.5128 3.6122 0.0473
C -0.5652 2.6079 0.1645
C 0.3786 2.3839 -0.9857
H -1.9210 -2.7288 2.2629
H -1.1643 -3.5818 0.8983
H -2.5118 -2.4926 0.5952
H 2.1733 2.9176 1.5083
H 3.0711 3.9163 2.6227
H 1.3078 3.9896 2.5925
H 2.9010 3.7058 5.0072
H 3.4703 3.2770 7.2747
H 4.1015 1.6529 7.5583
H 2.4554 2.0471 8.0301
H 2.5634 -0.2790 6.4716
H 2.0756 -2.0150 5.1553
H 2.1898 -1.8700 3.4073
H 0.6261 -1.7140 4.1988
H -1.0209 0.3782 3.6788
H -2.5023 1.2554 4.0277
H -0.9469 1.9366 4.4954
H -3.0549 3.3269 3.0284
H -3.9850 5.1462 1.8335
H -4.1476 4.7204 0.1295
H -2.9599 5.9194 0.6201
H -1.5568 4.1820 -0.8740
H -0.1425 2.5608 -1.9248
H 0.7629 1.3635 -1.0451
H 1.2258 3.0728 -0.9343
C -4.0275 0.6698 -3.2053
C -2.6469 0.0216 -3.2910
O -2.1358 -0.1018 -2.0195
C -1.7474 0.9082 -4.1986
F -2.3514 1.2344 -5.3490
F -0.5738 0.3201 -4.5175
F -1.4505 2.0504 -3.5621
C -2.7746 -1.3818 -3.9263
F -3.6409 -2.1421 -3.2739
F -3.0786 -1.3980 -5.2169
F -1.5436 -2.0504 -3.8173
H -3.9077 1.6702 -2.7941
H -4.6385 0.0839 -2.5236
H -4.5154 0.7346 -4.1763



46
Properties=species:S:1:pos:R:3 method="wB97M-V/def2-TZVPD" lumo_energy_ev=0.0 homo_lumo_gap_ev=8.89 smiles="O=CNCCCS.O.O.O.O.O.O.O.O.O.O" spin_multiplicity=1 charge=0 e_homo_ev=-8.900
O 1.0617 -2.6277 -0.0465
C 1.2217 -1.5795 0.4658
N 0.2766 -0.6231 0.2373
C 0.3587 0.7244 0.7379
C -0.4413 0.7771 2.1017
C -1.8558 1.3809 1.8787
S -2.3434 2.9238 2.6103
H 1.8452 -1.4941 1.3930
H -0.5247 -0.8603 -0.4238
H 1.5099 0.8059 1.0888
H -0.0100 1.4589 0.0320
H -0.5190 -0.1929 2.3451
H 0.1319 1.2628 2.8459
H -2.1168 1.3435 0.7200
H -2.4784 0.4777 2.3020
H -1.9882 3.6342 1.4790
O -0.0967 -3.6469 -2.3438
H 0.4391 -2.9490 -1.9545
H -0.4143 -4.0708 -1.5014
O -3.5810 0.9315 -2.1242
H -3.0813 0.5478 -1.3286
H -2.9014 1.4856 -2.4246
O 1.4743 3.0160 -1.3396
H 1.6364 2.0501 -1.2529
H 2.3045 3.4119 -1.4998
O -1.3432 -2.6011 2.8217
H -1.7339 -3.4377 2.9529
H -1.1665 -2.1244 3.6655
O -1.0970 2.7320 -1.8434
H -0.6191 3.5830 -1.5926
H -0.6589 2.2829 -2.4832
O 3.3656 0.8109 -1.4757
H 2.7083 0.4658 -2.1199
H 3.7631 0.0332 -1.0753
O 1.5229 -1.4003 4.1103
H 2.0659 -2.0748 3.8144
H 1.4957 -0.8279 3.3967
O 3.6801 -1.9424 -1.2839
H 3.4442 -2.6840 -0.6957
H 3.7378 -2.2745 -2.1835
O 1.2940 0.1109 -3.2249
H 1.3704 -0.2982 -4.1555
H 0.8351 -0.5653 -2.7532
O -1.9030 -1.1850 -1.8067
H -1.7773 -1.9938 -2.3041
H -2.4619 -0.8155 -2.3638



80
Properties=species:S:1:pos:R:3 method="wB97M-V/def2-TZVPD" lumo_energy_ev="0.4 / 0.4" homo_lumo_gap_ev="5.93 / 6.49" s_squared=2.10 spin_multiplicity=3 charge=0 e_homo_ev="-5.544 / -6.115"
V 0.5240 0.1276 -0.3363
C 2.1925 -4.6178 0.5230
Si 1.9802 -3.0142 -0.5143
C 3.7119 -2.6232 -1.2198
C 0.6818 -3.5258 -1.8299
C 1.3002 -1.6166 0.5920
C -0.1271 -1.8683 0.7512
C -0.7815 -2.6807 1.6687
C -2.1523 -2.8764 1.5527
C -2.8232 -2.2394 0.5148
C -2.1218 -1.4022 -0.3284
N -0.8062 -1.1998 -0.2060
Si 2.2167 -1.2154 2.2014
C 2.7230 -2.6123 3.4222
C 1.0192 -0.1404 3.2545
C 3.8993 -0.4333 1.7117
H 2.3111 -5.4835 -0.1211
H 1.3221 -4.7893 1.1483
H 3.0622 -4.5637 1.1676
H 4.0239 -3.3839 -1.9261
H 4.4381 -2.6003 -0.4145
H 3.7401 -1.6625 -1.7213
H 1.1168 -4.1493 -2.6046
H 0.2335 -2.6611 -2.3097
H -0.1128 -4.0942 -1.3510
H -0.2121 -3.1707 2.4430
H -2.6834 -3.5212 2.2385
H -3.8839 -2.3736 0.3712
H -2.6332 -0.9134 -1.1483
H 1.8880 -3.2299 3.7347
H 3.1521 -2.1821 4.3236
H 3.4677 -3.2660 2.9827
H 0.3927 -0.7757 3.8769
H 0.3573 0.4538 2.6311
H 1.5464 0.5455 3.9104
H 4.6655 -1.2011 1.6735
H 4.2262 0.3084 2.4331
H 3.8596 0.0377 0.7312
Te 1.3891 0.0849 -2.6422
C 2.9650 4.5016 3.6036
C 3.3587 3.1811 2.9449
C 2.6734 2.9605 1.6477
N 2.0849 1.8825 1.2928
N 1.5717 1.8813 0.0660
C 1.7238 3.0296 -0.5550
N 1.2191 3.3093 -1.7710
S 2.6333 4.2079 0.3881
H 3.5016 4.6240 4.5398
H 1.8991 4.5323 3.8169
H 3.2071 5.3422 2.9560
H 3.1185 2.3342 3.5907
H 4.4399 3.1749 2.7715
H 1.0957 2.4500 -2.3582
H 1.6037 4.1183 -2.2359
C -3.8703 1.1915 -4.7716
N -3.1676 0.4929 -3.7154
C -1.9907 -0.2134 -4.1795
C -3.1064 1.0754 -2.4599
O -2.0518 1.4086 -1.9212
N -4.3162 1.1877 -1.8446
C -4.4344 1.7368 -0.5159
C -5.5042 0.5009 -2.2948
H -3.1803 1.8364 -5.3294
H -4.6676 1.8083 -4.3654
H -4.2942 0.4630 -5.4656
H -2.3135 -0.9146 -4.9504
H -1.5546 -0.7633 -3.3474
H -1.2236 0.4498 -4.5905
H -3.5091 2.2214 -0.2272
H -4.6544 0.9394 0.2014
H -5.2420 2.4693 -0.4914
H -5.2599 -0.1984 -3.0890
H -6.2542 1.2070 -2.6609
H -5.9311 -0.0518 -1.4538
C -1.2420 2.9485 1.1881
O -1.1682 1.6543 0.6403
H -1.8847 3.6089 0.6004
H -0.2538 3.4173 1.2503
H -1.6424 2.8651 2.2035
H -1.4822 1.6590 -0.2925



13
Properties=species:S:1:pos:R:3 method="wB97M-V/def2-TZVPD" lumo_energy_ev=0.8 homo_lumo_gap_ev=9.46 spin_multiplicity=1 charge=0 e_homo_ev=-8.666
C 1.5596 1.0758 -1.3330
N 0.4173 0.7469 -0.5332
N 0.7346 -0.6877 -0.0685
C -0.2236 -1.2118 0.6318
N -1.4278 -0.5608 0.7653
S -2.6764 -1.3179 1.4808
H 2.5704 0.7700 -0.8099
H 1.4052 2.1173 -1.6695
H 1.5496 0.6271 -2.3907
H 0.3568 1.3294 0.3309
H -0.0391 -2.2890 0.9725
H -1.6248 0.0937 -0.1067
H -2.6018 -0.6930 2.7301